1.
Below is a structure of composition C22H24F3NO3 in a non-equilibrium geometry, with properties calculated with the ωB97M-V functional and the def2-TZVPD basis.

Atoms and positions in Å:
O 0.0385 -1.7046 0.7493
C -0.2109 -1.5982 -0.3426
C 0.9790 -1.9108 -1.2238
C 2.1912 -2.0577 -0.8327
C 3.1008 -2.3464 -1.7047
C 3.1457 -2.3793 -3.1606
C 1.9186 -2.1525 -3.7813
C 0.7462 -2.1539 -2.7557
H -0.1963 -2.0552 -3.2509
C 1.6201 -2.3815 -5.0634
F 1.0429 -1.5469 -5.5109
F 2.8356 -2.5301 -5.8025
F 0.8603 -3.5764 -5.4264
H 4.0977 -2.6119 -3.6565
H 4.2299 -2.5215 -1.2309
H 2.4470 -1.9322 0.0854
C -1.5812 -1.0839 -1.1141
C -1.2703 0.3178 -1.6251
N -1.5008 1.0862 -0.2728
C -2.8116 1.2767 -0.1202
C -3.6561 -0.2244 -0.2685
C -2.4077 -1.2327 -0.1011
H -2.9669 -2.2310 0.0128
H -2.0076 -1.0317 0.9065
H -4.4544 -0.4691 0.5958
H -4.0214 -0.2063 -1.1828
H -3.5841 2.0684 -0.7759
H -2.8798 1.4758 1.0792
C -0.7681 2.4439 -0.4975
C -0.5288 2.8537 1.0392
C -0.5816 3.9958 1.5734
C -0.4161 4.2758 2.8149
C 0.1091 3.4006 3.7235
C 0.0699 2.0885 3.1746
C -0.1700 1.7788 1.8662
H 0.0927 0.7256 1.6613
O 0.4635 1.0428 4.2681
C 0.9109 -0.0033 3.7551
C 2.0961 -0.4574 3.0663
O 2.3244 -1.8061 2.5446
H 1.3639 -1.7617 2.0610
H 2.3507 0.3452 2.0756
H 2.9091 -0.2889 3.6170
H -0.1909 -0.5010 3.1132
H 0.7807 -0.8772 4.7377
H 0.2187 3.7053 4.8148
H -0.4860 5.5148 3.1665
H -1.0696 5.0122 0.8440
H -1.3877 3.0935 -0.7775
H 0.2394 2.2204 -1.0003
H -1.9688 0.3989 -2.3267
H -0.2684 0.3520 -1.8533
H -1.7975 -1.8392 -1.6875

Results
Orbital gap, eV: 8.84
E_tot, eV: -38969.9717
Relative energy (zero: lowest compared OMol25 entry of this formula, charge and spin), kJ/mol: 1872.9
LUMO energy, eV: -0.3690

=====

2.
Below is the molecule C5H8O, with properties calculated with the ωB97M-V functional and the def2-TZVPD basis.

Atoms and positions in Å:
O 1.0890 -1.1896 1.1422
C 0.8380 -0.7715 -0.2001
C 1.0818 0.7228 -0.3150
C -0.0267 1.3646 0.0618
C -1.1900 0.3990 0.2214
C -0.6535 -0.8264 -0.5407
H 0.8844 -0.4273 1.7015
H 1.4682 -1.4089 -0.8243
H 2.0234 1.1686 -0.6145
H -0.1197 2.4378 0.1986
H -2.1169 0.8104 -0.1884
H -1.3919 0.1404 1.2708
H -0.7643 -0.6368 -1.6158
H -1.1217 -1.7831 -0.2976

Results
Structure (SMILES): O[C@@H]1C=CCC1
Orbital gap, eV: 10.72
E_tot, eV: -7361.3432
Relative energy (zero: lowest compared OMol25 entry of this formula, charge and spin), kJ/mol: 88.0
LUMO energy, eV: 1.0448

=====

3.
Below is a structure of composition C6H9NS in a non-equilibrium geometry, with properties calculated with the ωB97M-V functional and the def2-TZVPD basis.

Atoms and positions in Å:
C 0.7931 -1.5037 0.1327
C 0.6292 -0.1832 0.9912
C 0.5516 -0.4862 -0.9848
C -0.9207 0.0986 -1.0699
C -0.9708 1.3322 -0.0651
C -0.8010 0.2388 1.1099
H 0.1664 -2.3634 0.4217
H 1.8439 -1.8951 0.3190
H 1.2705 -0.0973 1.8982
H 1.4380 1.2850 -0.4166
H 1.0230 -0.6817 -2.0106
H -1.1516 0.1740 -2.1566
H -2.0029 1.7978 0.1175
H -0.2396 2.1713 -0.2552
H -1.0775 0.6270 2.1540
N 1.4659 0.3553 -0.1949
S -2.0176 -0.8695 0.0094

Results
Orbital gap, eV: 9.06
E_tot, eV: -18689.4651
Relative energy (zero: lowest compared OMol25 entry of this formula, charge and spin), kJ/mol: 361.4
LUMO energy, eV: 0.7445

=====

Question: What is the formula in the third record?
Answer: C6H9NS